1.
{
  "formula": "C13H12N3O7",
  "method": "ωB97M-V/def2-TZVPD",
  "lumo_energy_ev": 0.33,
  "fmax_ev_per_a": 1.00,
  "e_homo_ev": -2.8,
  "charge": -1,
  "elements": ["N", "C", "C", "C", "C", "C", "O", "O", "C", "C", "N", "N", "O", "H", "H", "H", "H", "H", "H", "H", "H", "H", "H", "C", "C", "C", "O", "C", "C", "C", "O", "O", "O", "H", "H"],
  "xyz": [[-3.442, -2.569, 1.180], [-2.867, -1.775, 0.048], [-1.413, -1.522, 0.285], [-0.960, -0.522, 1.135], [-1.954, 0.398, 1.809], [-1.421, 0.976, 3.107], [-0.717, 1.936, 3.160], [-1.808, 0.331, 4.237], [0.413, -0.395, 1.306], [1.249, -1.291, 0.626], [0.828, -2.221, -0.192], [-0.483, -2.293, -0.320], [-0.896, -3.290, -1.164], [-2.721, -2.717, 1.878], [-3.646, -3.504, 0.847], [-3.017, -2.345, -0.859], [-3.393, -0.827, 0.012], [-2.915, -0.091, 1.953], [-2.111, 1.248, 1.142], [-2.321, -0.449, 4.000], [0.848, 0.367, 1.935], [2.318, -1.153, 0.743], [-0.917, -2.891, -2.050], [3.471, 2.904, -2.789], [2.190, 2.717, -3.346], [1.239, 1.811, -2.532], [0.069, 1.622, -2.878], [1.768, 1.181, -1.364], [3.056, 1.361, -0.816], [3.970, 2.348, -1.579], [5.087, 2.611, -1.123], [3.478, 0.792, 0.205], [1.771, 3.207, -4.403], [4.174, 3.543, -3.314], [1.074, 0.502, -0.880]],
  "forces_ev_per_a": [[0.32, -0.07, -0.22], [-0.19, -0.62, 0.77], [0.16, 0.24, -0.27], [0.05, -0.18, 0.29], [0.18, 0.18, -0.32], [-0.06, 0.11, 0.02], [-0.05, -0.09, 0.12], [0.10, -0.06, -0.07], [-0.26, 0.03, -0.16], [0.57, 0.47, 0.28], [-0.12, -0.10, 0.11], [-0.05, 0.17, -0.07], [-0.22, -0.03, -0.01], [-0.05, 0.09, 0.10], [-0.15, 0.01, -0.02], [-0.06, 0.28, -0.25], [0.01, 0.10, -0.33], [-0.03, -0.06, 0.09], [-0.02, 0.07, -0.01], [-0.08, -0.01, 0.08], [0.09, 0.07, -0.05], [0.10, -0.12, -0.27], [0.21, 0.00, -0.04], [0.18, -0.02, 0.08], [-0.08, -0.06, 0.04], [-0.05, -0.06, 0.24], [-0.01, 0.02, -0.15], [-0.48, -0.48, 0.28], [0.21, 0.20, -0.08], [0.01, 0.21, -0.31], [0.01, -0.18, 0.17], [-0.23, -0.19, 0.10], [0.04, 0.01, 0.00], [-0.11, 0.06, -0.06], [0.10, 0.02, -0.08]],
  "nbo_charge": [-0.823, -0.269, 0.188, -0.014, -0.569, 0.789, -0.528, -0.668, -0.175, 0.056, -0.180, 0.142, -0.510, 0.352, 0.367, 0.227, 0.215, 0.229, 0.281, 0.478, 0.276, 0.285, 0.492, -0.514, 0.387, 0.438, -0.645, -0.486, 0.422, 0.401, -0.649, -0.678, -0.659, 0.199, 0.142]
}

=====

2.
{
  "formula": "Br3ClHNP2",
  "method": "ωB97M-V/def2-TZVPD",
  "lumo_energy_ev": -0.29,
  "fmax_ev_per_a": 2.36,
  "smiles": "ClP(Br)NP(Br)Br",
  "e_homo_ev": -9.6,
  "charge": 0,
  "elements": ["Cl", "P", "Br", "N", "P", "Br", "Br", "H"],
  "xyz": [[-2.497, 0.387, -0.510], [-0.659, 1.105, -1.070], [-0.622, 3.117, -0.180], [0.326, 0.215, 0.124], [-0.033, -1.411, 0.540], [1.663, -1.576, 1.978], [0.719, -2.638, -1.253], [1.104, 0.800, 0.370]],
  "forces_ev_per_a": [[-0.17, 0.00, 0.03], [0.68, -1.16, 0.31], [0.07, 0.27, 0.32], [-1.97, 0.42, -1.23], [0.74, 0.82, -0.14], [-0.02, -0.19, -0.03], [-0.03, 0.31, 0.34], [0.70, -0.47, 0.41]],
  "nbo_charge": [-0.281, 0.952, -0.210, -1.332, 0.927, -0.211, -0.276, 0.432]
}

=====

3.
{
  "formula": "H27O13",
  "method": "ωB97M-V/def2-TZVPD",
  "lumo_energy_ev": -3.24,
  "fmax_ev_per_a": 3.31,
  "e_homo_ev": -13.4,
  "charge": 1,
  "elements": ["O", "H", "H", "H", "O", "H", "H", "O", "H", "H", "O", "H", "H", "O", "H", "H", "O", "H", "H", "O", "H", "H", "O", "H", "H", "O", "H", "H", "O", "H", "H", "O", "H", "H", "O", "H", "H", "O", "H", "H"],
  "xyz": [[-7.805, -7.534, 2.305], [-6.973, -7.194, 1.954], [-8.087, -8.328, 1.874], [-7.817, -7.740, 3.243], [-10.060, -7.232, 0.264], [-9.559, -6.479, 0.641], [-9.390, -7.606, -0.298], [-8.181, -8.104, 4.881], [-9.150, -8.174, 5.050], [-7.843, -9.012, 5.090], [-10.755, -7.346, 3.103], [-10.696, -6.401, 3.056], [-10.916, -7.552, 4.040], [-7.468, -6.121, 6.471], [-8.202, -6.227, 7.000], [-7.660, -6.772, 5.756], [-5.348, -8.183, 3.764], [-4.918, -7.432, 4.198], [-4.649, -8.806, 3.908], [-8.179, -9.335, -0.059], [-7.564, -9.860, -0.635], [-8.984, -9.841, -0.140], [-7.111, -5.175, 3.743], [-7.583, -4.628, 4.349], [-6.207, -5.117, 3.979], [-6.440, -10.183, 2.233], [-6.878, -11.005, 1.946], [-5.744, -10.067, 1.567], [-5.600, -6.491, 0.965], [-5.231, -5.612, 1.091], [-6.103, -6.422, 0.165], [-4.153, -8.718, 1.008], [-4.612, -7.890, 1.234], [-4.241, -8.677, 0.038], [-9.744, -10.009, 2.635], [-9.697, -10.498, 3.431], [-10.369, -9.289, 2.875], [-8.603, -5.028, 1.389], [-8.001, -4.601, 0.769], [-8.059, -5.201, 2.146]],
  "forces_ev_per_a": [[-0.78, 0.98, -0.37], [1.13, 0.13, -0.05], [-0.51, -1.83, -1.41], [0.32, -0.09, 1.94], [0.29, 0.75, 0.47], [-0.63, -0.12, 0.00], [0.22, -0.58, -0.62], [-0.96, -1.75, -0.02], [1.01, 0.12, -0.26], [-0.03, 1.07, -0.27], [0.08, -1.22, 1.01], [-0.05, 0.87, -0.21], [-0.34, 0.48, -0.47], [2.03, 0.02, -2.44], [-2.38, -0.06, 2.30], [0.61, 0.63, 0.66], [0.05, 1.32, 0.43], [-0.46, 0.28, 0.02], [0.39, -1.35, -0.32], [1.40, -0.62, -1.10], [-0.61, 0.86, 0.82], [-0.78, -0.13, 0.28], [-0.74, -0.82, -1.45], [-0.47, 0.59, 0.98], [1.32, 0.19, 0.56], [-0.28, -0.78, -0.42], [0.08, 0.49, 0.29], [0.25, 0.30, 0.32], [-0.27, 0.39, 0.75], [0.18, 0.15, 0.17], [-0.44, -0.03, -1.03], [-0.46, 0.08, -0.83], [0.33, -0.45, 0.32], [0.47, -0.35, 0.41], [-0.52, 1.59, -0.60], [0.21, -1.23, 1.15], [0.42, -0.35, -0.86], [-0.30, 0.21, -1.15], [-0.34, 0.25, -0.04], [0.55, 0.00, 1.06]],
  "nbo_charge": [-0.793, 0.555, 0.580, 0.563, -0.962, 0.481, 0.463, -0.948, 0.492, 0.523, -0.941, 0.496, 0.454, -0.965, 0.458, 0.479, -0.952, 0.465, 0.491, -0.974, 0.485, 0.498, -0.975, 0.507, 0.487, -0.972, 0.474, 0.493, -0.956, 0.508, 0.498, -0.961, 0.486, 0.463, -0.953, 0.461, 0.491, -0.961, 0.472, 0.491]
}

=====

4.
{
  "formula": "C5H10O",
  "method": "ωB97M-V/def2-TZVPD",
  "lumo_energy_ev": 0.84,
  "fmax_ev_per_a": 1.40,
  "smiles": "C/C=C1/CO1.C",
  "e_homo_ev": -8.2,
  "charge": 0,
  "elements": ["C", "C", "C", "C", "O", "H", "H", "H", "H", "H", "H", "C", "H", "H", "H", "H"],
  "xyz": [[-1.118, -1.016, -0.050], [-0.243, 0.047, 0.518], [1.075, -0.112, 0.508], [1.973, -0.659, 1.460], [1.724, -1.295, 0.177], [-2.160, -0.732, -0.203], [-1.066, -1.773, 0.744], [-0.712, -1.480, -0.952], [-0.674, 0.876, 1.069], [2.982, -0.341, 1.656], [1.422, -1.141, 2.268], [-0.664, 1.527, -1.448], [-0.306, 2.520, -1.672], [-1.616, 1.581, -0.901], [-0.774, 0.869, -2.309], [0.157, 1.129, -0.863]],
  "forces_ev_per_a": [[-0.09, -0.06, -0.04], [0.22, -0.56, 0.83], [-0.85, -0.65, 0.90], [0.57, -0.01, 0.59], [0.09, -0.33, 0.04], [0.17, 0.06, -0.03], [-0.28, -0.24, -0.22], [-0.06, 0.15, 0.11], [0.08, -0.19, 0.12], [0.21, 0.12, -0.10], [0.60, -0.15, 0.18], [0.10, 0.47, -0.60], [-0.35, 0.48, -0.71], [0.46, -0.01, -0.11], [-0.09, 0.39, -0.27], [-0.76, 0.53, -0.71]],
  "nbo_charge": [-0.658, -0.144, 0.120, -0.108, -0.493, 0.219, 0.231, 0.239, 0.221, 0.191, 0.175, -0.868, 0.214, 0.201, 0.212, 0.248]
}